No. 1
54
Properties=species:S:1:pos:R:3 method="wB97M-V/def2-TZVPD" smiles="C=CCN(Cc1nc(-c2ccc(OC)c(OC)c2)oc1C)[C@@H]1CCS(=O)(=O)C1" homo_ev=-7.90 energy_ev=-45212.9685 lumo_ev=0.5 de_lowest_kcal_mol=85.1
C 4.948 1.693 -2.428
C 4.655 1.715 -1.142
C 3.263 1.791 -0.590
N 3.095 0.962 0.598
C 2.168 1.555 1.557
C 0.747 1.596 1.090
N -0.043 0.477 1.101
C -1.183 0.840 0.586
C -2.332 -0.007 0.372
C -2.265 -1.357 0.686
C -3.361 -2.174 0.469
C -4.536 -1.660 -0.060
O -5.661 -2.374 -0.312
C -5.656 -3.755 -0.041
C -4.609 -0.281 -0.376
O -5.799 0.137 -0.884
C -5.941 1.494 -1.221
C -3.511 0.526 -0.160
O -1.205 2.143 0.232
C 0.028 2.625 0.548
C 0.327 4.053 0.277
C 2.801 -0.425 0.243
C 2.458 -1.303 1.458
C 2.323 -2.725 0.960
S 3.689 -2.862 -0.241
O 4.823 -3.515 0.357
O 3.207 -3.402 -1.484
C 4.011 -1.075 -0.412
H 4.180 1.690 -3.185
H 5.964 1.679 -2.782
H 5.434 1.723 -0.393
H 3.091 2.832 -0.296
H 2.530 1.544 -1.375
H 2.515 2.571 1.760
H 2.228 0.990 2.487
H -1.353 -1.757 1.098
H -3.289 -3.221 0.716
H -5.494 -3.956 1.023
H -4.897 -4.278 -0.630
H -6.644 -4.112 -0.328
H -5.232 1.793 -2.000
H -5.814 2.142 -0.347
H -6.956 1.597 -1.600
H -3.539 1.577 -0.395
H 1.180 4.374 0.870
H -0.536 4.665 0.529
H 0.555 4.206 -0.778
H 1.947 -0.479 -0.458
H 1.523 -0.969 1.905
H 3.268 -1.236 2.186
H 2.452 -3.474 1.733
H 1.400 -2.888 0.412
H 4.924 -0.851 0.130
H 4.122 -0.852 -1.466



No. 2
54
Properties=species:S:1:pos:R:3 method="wB97M-V/def2-TZVPD" homo_ev=-6.46 energy_ev=-43109.6854 lumo_ev=-0.7
C -0.812 -5.740 1.241
C -0.099 -4.508 0.746
O -0.799 -3.340 1.245
P -0.924 -2.005 0.330
C 0.212 -0.820 1.012
C 1.575 -0.914 0.685
N 2.706 -0.875 0.351
O -0.824 -2.257 -1.121
O -2.312 -1.417 0.918
C -3.473 -2.293 1.051
C -4.686 -1.410 1.247
H -0.226 -6.618 0.969
H -0.948 -5.715 2.323
H -1.795 -5.808 0.768
H 0.935 -4.484 1.104
H -0.109 -4.465 -0.352
H 0.000 -0.674 2.085
H -3.587 -2.911 0.140
H -3.331 -2.936 1.933
H -5.569 -2.057 1.347
H -4.598 -0.817 2.162
H -4.834 -0.749 0.387
C 2.658 1.298 -2.157
N 1.577 1.612 -3.068
C 1.765 1.617 -4.444
C 0.584 1.958 -5.012
N -0.328 2.153 -3.976
C -1.690 2.596 -4.198
C 0.290 1.941 -2.787
C -0.377 1.783 -1.487
C 0.452 2.081 -0.302
C 0.227 1.504 0.916
C 1.108 1.808 2.059
C 0.917 1.260 3.351
C 1.838 1.519 4.382
C 2.946 2.344 4.165
C 3.080 2.972 2.926
C 2.176 2.713 1.884
O -1.575 1.438 -1.410
H 2.770 2.066 -1.386
H 2.515 0.332 -1.659
H 3.579 1.274 -2.750
H 2.711 1.368 -4.907
H 0.300 2.063 -6.053
H -2.201 2.732 -3.242
H -1.677 3.540 -4.760
H -2.224 1.849 -4.799
H 1.178 2.881 -0.491
H -0.744 1.016 1.071
H 0.056 0.639 3.561
H 1.699 1.054 5.366
H 3.684 2.513 4.954
H 3.895 3.665 2.737
H 2.305 3.223 0.946



No. 3
52
Properties=species:S:1:pos:R:3 method="wB97M-V/def2-TZVPD" smiles="COc1ccc(CCNC(=O)C2CCN(c3nccc(C)n3)CC2)cc1" homo_ev=-7.95 energy_ev=-31218.4751 lumo_ev=0.7 de_lowest_kcal_mol=29.0
C 6.576 0.148 1.848
O 5.793 -0.718 1.063
C 4.792 -0.186 0.307
C 4.455 1.162 0.259
C 3.412 1.584 -0.549
C 2.690 0.692 -1.326
C 1.522 1.152 -2.150
C 0.240 1.159 -1.300
N -0.051 -0.153 -0.779
C -1.100 -0.890 -1.195
O -1.893 -0.485 -2.019
C -1.189 -2.305 -0.601
C -0.645 -2.434 0.824
C -1.373 -1.440 1.746
N -2.697 -1.170 1.237
C -3.048 0.072 0.835
N -4.216 0.200 0.197
C -4.552 1.416 -0.180
C -3.764 2.527 0.073
C -2.585 2.299 0.778
C -1.664 3.422 1.145
N -2.231 1.083 1.158
C -3.359 -2.324 0.677
C -2.656 -2.764 -0.620
C 3.035 -0.656 -1.270
C 4.067 -1.092 -0.468
H 5.973 0.664 2.602
H 7.308 -0.486 2.346
H 7.098 0.887 1.232
H 4.995 1.892 0.841
H 3.163 2.636 -0.575
H 1.375 0.484 -3.000
H 1.695 2.161 -2.525
H 0.353 1.856 -0.464
H -0.618 1.457 -1.906
H 0.634 -0.541 -0.153
H -0.606 -2.942 -1.276
H 0.435 -2.280 0.872
H -0.833 -3.457 1.156
H -1.457 -1.857 2.758
H -0.851 -0.485 1.806
H -5.495 1.497 -0.706
H -4.047 3.515 -0.250
H -0.813 3.036 1.700
H -1.317 3.929 0.247
H -2.192 4.149 1.760
H -3.323 -3.119 1.429
H -4.398 -2.061 0.483
H -3.140 -2.298 -1.479
H -2.719 -3.847 -0.728
H 2.491 -1.370 -1.872
H 4.340 -2.135 -0.426



No. 4
52
Properties=species:S:1:pos:R:3 method="wB97M-V/def2-TZVPD" homo_ev=-7.67 energy_ev=-31198.0444 lumo_ev=0.4 de_lowest_kcal_mol=500.1
C -4.048 -2.250 -0.789
C -3.810 -0.786 -0.769
C -4.309 0.342 -1.544
N -4.005 1.417 -1.045
C -3.303 0.991 -0.124
N -3.292 -0.260 0.275
H -2.755 -0.734 1.102
C -2.628 2.163 0.772
N -1.240 2.209 0.447
C -0.382 1.135 1.006
O -0.968 0.516 1.752
C 0.961 1.198 0.588
C 1.919 2.176 0.890
C 2.944 2.722 -0.064
C 3.590 1.345 -0.707
O 4.734 1.203 -0.541
N 2.760 0.229 -0.882
C 1.272 0.553 -0.665
H 0.891 -0.233 -0.956
H 0.905 1.364 -1.375
C 3.162 -0.869 -1.554
H 2.448 -1.068 -2.140
H 4.211 -0.556 -1.781
C 3.219 -1.935 -0.239
C 1.927 -2.262 -0.175
C 1.623 -2.229 1.378
C 0.288 -2.814 1.811
C -0.574 -3.042 0.890
C -0.304 -3.451 -0.280
C 1.070 -3.072 -0.743
H 1.342 -3.095 -1.891
H -0.933 -3.910 -1.217
H -1.565 -3.459 1.273
H -0.037 -2.594 2.817
H 2.202 -1.884 2.097
H 3.924 -1.429 0.465
H 3.829 -2.823 -1.042
H 2.441 3.115 -0.702
H 3.676 3.362 0.271
H 1.147 3.362 1.238
H 2.510 2.124 2.102
H 1.279 0.361 1.573
C -0.968 3.116 -0.444
H 0.112 2.948 -0.768
H -1.631 3.065 -1.407
H -0.893 4.099 -0.095
H -2.947 3.028 0.803
H -2.553 1.690 1.979
H -5.069 0.296 -2.487
H -4.815 -2.437 -1.703
H -4.572 -2.607 -0.041
H -3.094 -2.675 -1.005



No. 5
54
Properties=species:S:1:pos:R:3 method="wB97M-V/def2-TZVPD" smiles="COCCn1c(N)c(N(Cc2ccccc2)C(=O)C2CCCC2)c(=O)[nH]c1=O" homo_ev=-8.51 energy_ev=-35314.5209 lumo_ev=0.5 de_lowest_kcal_mol=17.7
C 4.442 1.671 2.353
O 3.327 2.061 1.587
C 3.647 2.338 0.237
C 2.379 2.714 -0.529
N 1.519 1.572 -0.786
C 0.595 1.138 0.135
N 0.516 1.818 1.312
C -0.260 0.104 -0.162
N -1.104 -0.409 0.859
C -0.453 -1.327 1.798
C 0.309 -2.377 1.040
C 1.666 -2.220 0.791
C 2.348 -3.143 0.018
C 1.676 -4.228 -0.517
C 0.322 -4.390 -0.273
C -0.359 -3.468 0.499
C -2.466 -0.325 0.852
O -3.129 -0.851 1.722
C -3.059 0.515 -0.270
C -2.780 2.024 -0.070
C -4.130 2.630 0.312
C -5.123 1.797 -0.489
C -4.590 0.377 -0.312
C -0.189 -0.577 -1.429
O -0.885 -1.493 -1.809
N 0.815 -0.073 -2.264
C 1.690 0.939 -2.011
O 2.547 1.283 -2.792
H 4.891 0.754 1.957
H 5.202 2.459 2.369
H 4.080 1.494 3.363
H 4.359 3.173 0.188
H 4.111 1.459 -0.232
H 1.816 3.476 0.012
H 2.678 3.098 -1.507
H -0.122 1.416 1.981
H 1.383 2.171 1.695
H 0.225 -0.768 2.455
H -1.254 -1.768 2.397
H 2.192 -1.369 1.204
H 3.404 -3.012 -0.174
H 2.206 -4.945 -1.127
H -0.206 -5.232 -0.694
H -1.417 -3.579 0.676
H -2.619 0.166 -1.204
H -2.024 2.212 0.692
H -2.428 2.460 -1.007
H -4.184 3.695 0.087
H -4.312 2.489 1.378
H -6.147 1.903 -0.134
H -5.089 2.087 -1.540
H -4.914 -0.294 -1.105
H -4.927 -0.033 0.642
H 0.927 -0.543 -3.156



No. 6
52
Properties=species:S:1:pos:R:3 method="wB97M-V/def2-TZVPD" smiles="CCN(CC)c1ccc(/C=N/NC(=S)NCc2ccc(OC)cc2)cc1" homo_ev=-7.26 energy_ev=-40004.3474 lumo_ev=0.5 de_lowest_kcal_mol=60.9
C -3.891 -1.752 -0.340
C -3.984 -0.578 0.638
N -3.741 0.697 0.001
C -4.908 1.373 -0.518
C -5.539 2.323 0.502
C -2.484 1.224 -0.112
C -2.275 2.538 -0.568
C -1.009 3.061 -0.690
C 0.122 2.316 -0.349
C 1.439 2.875 -0.491
N 2.474 2.240 -0.094
N 3.691 2.772 -0.284
C 4.867 2.148 -0.017
S 6.254 2.830 -0.623
N 4.935 1.033 0.727
C 3.889 0.348 1.451
C 3.350 -0.867 0.733
C 3.009 -2.006 1.443
C 2.464 -3.113 0.812
C 2.254 -3.091 -0.562
O 1.723 -4.115 -1.288
C 1.369 -5.300 -0.620
C 2.603 -1.948 -1.283
C 3.142 -0.854 -0.642
C -0.077 1.010 0.110
C -1.338 0.478 0.220
H -2.902 -1.800 -0.787
H -4.089 -2.686 0.179
H -4.620 -1.638 -1.139
H -3.278 -0.716 1.460
H -4.987 -0.551 1.074
H -4.642 1.919 -1.427
H -5.641 0.613 -0.802
H -4.828 3.087 0.804
H -6.413 2.807 0.073
H -5.846 1.776 1.390
H -3.110 3.168 -0.827
H -0.890 4.075 -1.046
H 1.522 3.862 -0.963
H 3.789 3.645 -0.807
H 5.859 0.628 0.765
H 3.070 1.053 1.610
H 4.291 0.049 2.424
H 3.163 -2.037 2.512
H 2.211 -3.979 1.402
H 0.982 -5.968 -1.389
H 0.591 -5.124 0.130
H 2.236 -5.767 -0.142
H 2.438 -1.944 -2.348
H 3.400 0.023 -1.215
H 0.784 0.409 0.357
H -1.427 -0.542 0.556



No. 7
52
Properties=species:S:1:pos:R:3 method="wB97M-V/def2-TZVPD" smiles="Cc1ccc(C)c(NC(=S)NC[C@@H](c2cccnc2)N2CCOCC2)c1" homo_ev=-8.13 energy_ev=-40005.5920 lumo_ev=0.5 de_lowest_kcal_mol=32.2
C -2.610 -3.005 0.370
C -3.289 -1.670 0.363
C -4.595 -1.530 0.812
C -5.216 -0.294 0.792
C -4.555 0.841 0.349
C -5.231 2.178 0.327
C -3.231 0.708 -0.083
N -2.552 1.842 -0.551
C -1.244 2.170 -0.399
S -0.622 3.408 -1.304
N -0.533 1.518 0.541
C 0.885 1.672 0.721
C 1.609 0.316 0.637
C 1.186 -0.508 -0.561
C 1.055 -1.888 -0.435
C 0.722 -2.649 -1.543
C 0.522 -1.994 -2.749
N 0.639 -0.685 -2.883
C 0.966 0.036 -1.826
N 3.052 0.526 0.722
C 3.791 -0.650 1.146
C 5.232 -0.235 1.451
O 5.852 0.334 0.326
C 5.122 1.451 -0.124
C 3.681 1.074 -0.470
C -2.619 -0.543 -0.088
H -2.189 -3.207 1.356
H -3.318 -3.798 0.140
H -1.801 -3.030 -0.357
H -5.134 -2.395 1.168
H -6.238 -0.207 1.133
H -6.188 2.130 0.840
H -5.413 2.501 -0.699
H -4.612 2.933 0.812
H -3.077 2.488 -1.124
H -1.009 0.829 1.106
H 1.228 2.363 -0.050
H 1.102 2.118 1.697
H 1.339 -0.252 1.539
H 1.206 -2.361 0.526
H 0.620 -3.721 -1.472
H 0.256 -2.535 -3.647
H 1.039 1.099 -2.007
H 3.335 -1.055 2.052
H 3.802 -1.433 0.368
H 5.832 -1.103 1.730
H 5.224 0.489 2.281
H 5.644 1.824 -1.006
H 5.112 2.228 0.655
H 3.149 1.967 -0.794
H 3.693 0.345 -1.298
H -1.620 -0.642 -0.488



No. 8
49
Properties=species:S:1:pos:R:3 method="wB97M-V/def2-TZVPD" total_charge=+1 smiles="C=CCc1ccc(OCCC[NH2+]Cc2ccccc2)c(OC)c1" homo_ev=-11.34 energy_ev=-26740.2071 lumo_ev=-2.3 de_lowest_kcal_mol=30.0
C -7.005 -1.062 -1.652
C -5.978 -1.401 -0.898
C -5.632 -0.736 0.407
C -4.277 -0.098 0.291
C -4.150 1.199 -0.186
C -2.901 1.771 -0.340
C -1.768 1.046 -0.024
O -0.488 1.571 -0.205
C -0.023 2.371 0.878
C 1.457 2.717 0.629
C 2.128 1.711 -0.303
N 1.838 0.321 0.116
C 2.481 -0.713 -0.738
C 3.973 -0.702 -0.544
C 4.512 -1.162 0.653
C 5.880 -1.137 0.859
C 6.720 -0.653 -0.132
C 6.189 -0.195 -1.326
C 4.820 -0.215 -1.531
C -1.878 -0.263 0.460
O -0.681 -0.890 0.754
C -0.735 -2.226 1.213
C -3.134 -0.826 0.607
H -7.218 -1.564 -2.580
H -7.685 -0.276 -1.368
H -5.307 -2.193 -1.202
H -6.383 0.017 0.644
H -5.624 -1.487 1.200
H -5.032 1.764 -0.441
H -2.793 2.776 -0.715
H -0.137 1.811 1.817
H -0.623 3.282 0.962
H 1.536 3.697 0.161
H 1.977 2.766 1.586
H 1.733 1.834 -1.312
H 3.209 1.865 -0.319
H 0.791 0.224 0.090
H 2.150 0.185 1.083
H 2.221 -0.508 -1.778
H 2.066 -1.684 -0.460
H 3.864 -1.560 1.423
H 6.291 -1.501 1.787
H 7.786 -0.639 0.026
H 6.841 0.177 -2.101
H 4.410 0.137 -2.466
H -1.296 -2.303 2.146
H -1.178 -2.886 0.462
H 0.297 -2.526 1.393
H -3.245 -1.835 0.973



No. 9
56
Properties=species:S:1:pos:R:3 method="wB97M-V/def2-TZVPD" total_charge=-1 spin_multiplicity=3 homo_ev="-4.43 / -5.04" energy_ev=-61143.5676 lumo_ev="2.6 / -0.3" s_squared=2.02
Au -0.164 -0.350 -1.006
O 0.877 -2.612 -4.536
C 0.592 -1.770 -3.694
O 0.375 -1.990 -2.470
C 0.496 -0.306 -4.131
C 0.519 0.091 -5.465
C 0.415 1.442 -5.755
C 0.313 2.352 -4.712
C 0.309 1.867 -3.409
N 0.389 0.572 -3.153
C 0.169 2.763 -2.187
O 0.106 3.971 -2.317
O 0.128 2.084 -1.104
H 0.599 -0.662 -6.233
H 0.403 1.787 -6.781
H 0.214 3.413 -4.880
S -2.352 -1.532 -0.377
C -1.828 -3.003 0.401
C -2.514 -3.454 1.528
C -2.148 -4.639 2.134
C -1.087 -5.380 1.632
C -0.404 -4.929 0.512
C -0.768 -3.751 -0.110
H -3.323 -2.857 1.923
H -2.694 -4.983 3.003
H -0.804 -6.311 2.105
H 0.426 -5.501 0.120
H -0.246 -3.400 -0.986
C 1.058 0.257 3.934
Si 1.189 -0.122 2.047
C 1.232 -2.035 1.976
C 2.882 0.527 1.452
C -0.228 0.555 0.998
Si -0.453 2.459 0.737
C -2.075 3.187 -0.009
C 1.020 3.683 0.888
C -1.089 2.681 2.630
H 1.465 -0.559 4.526
H 0.026 0.391 4.240
H 1.600 1.159 4.201
H 1.971 -2.447 2.661
H 1.478 -2.383 0.979
H 0.267 -2.458 2.237
H 3.716 0.018 1.924
H 2.980 1.587 1.657
H 2.974 0.393 0.380
H -1.156 0.171 1.417
H -2.397 2.613 -0.872
H -1.891 4.201 -0.357
H -2.895 3.212 0.701
H 1.925 3.239 0.490
H 1.212 4.001 1.907
H 0.821 4.565 0.287
H -1.852 1.952 2.865
H -1.511 3.673 2.732
H -0.267 2.572 3.321